[1]
Molecular formula: C4H15N2O
Method: DFT, ωB97M-V with the def2-TZVPD basis set

The geometry in XYZ format:
```
22
C4H15N2O | the Open Molecules 2025 dataset | ωB97M-V with the def2-TZVPD basis set
C 0.925 2.785 -0.180
C 1.682 1.491 0.021
N 0.950 0.603 0.997
H 1.468 3.479 -0.814
H -0.066 2.615 -0.602
H 0.728 3.293 0.768
H 1.757 0.945 -0.912
H 2.659 1.681 0.459
H 0.921 1.056 1.906
H 1.460 -0.276 1.099
H -0.047 0.386 0.609
C -0.845 -2.375 0.081
O -0.247 -3.397 -0.693
C -1.107 -1.201 -0.843
N -1.536 -0.014 -0.041
H -1.804 -2.706 0.489
H -0.187 -2.073 0.904
H -0.370 -4.228 -0.191
H -0.213 -0.902 -1.392
H -1.878 -1.510 -1.548
H -2.296 -0.301 0.562
H -1.955 0.648 -0.679
```

Calculated values
HOMO-LUMO gap: 11.0 eV
2S+1: 1
LUMO level: -2.9863 eV
total charge: +1
ΔE to the lowest compared entry with this formula, charge and spin: 0.892 eV
max |F|: 0.95 eV/A
E: -9412.7702 eV
HOMO: -0.5158 Eh

---

[2]
Molecular formula: C10H30O5
Method: DFT, ωB97M-V with the def2-TZVPD basis set

The geometry in XYZ format:
```
45
C10H30O5 | the Open Molecules 2025 dataset | ωB97M-V with the def2-TZVPD basis set
C -4.948 0.612 -1.575
C -3.460 0.395 -1.670
O -2.954 0.122 -0.374
H -5.523 0.409 -2.478
H -5.067 1.669 -1.334
H -5.509 0.221 -0.726
H -2.988 1.290 -2.074
H -3.313 -0.354 -2.449
H -2.021 -0.106 -0.392
C 2.576 -4.127 -2.615
C 1.459 -3.032 -2.454
O 0.328 -3.862 -1.975
H 2.686 -4.724 -1.709
H 3.569 -3.716 -2.796
H 2.428 -4.823 -3.440
H 1.218 -2.740 -3.476
H 1.787 -2.187 -1.849
H 0.283 -3.983 -1.023
C 0.889 1.297 1.219
C 1.150 0.564 -0.105
O -0.001 -0.040 -0.559
H 0.141 2.053 0.981
H 1.718 1.841 1.671
H 0.565 0.608 1.999
H 1.901 -0.226 -0.131
H 1.479 1.259 -0.877
H -0.193 -0.767 0.037
C 1.920 -4.246 1.352
C 0.549 -3.709 1.878
O -0.198 -3.141 0.786
H 2.378 -4.802 2.170
H 2.579 -3.419 1.086
H 1.675 -4.974 0.578
H 0.677 -2.944 2.644
H 0.051 -4.612 2.233
H -1.055 -2.899 1.145
C 0.509 5.520 1.586
C -0.189 6.867 1.835
O 0.605 7.479 2.841
H -0.107 4.888 0.948
H 0.750 4.861 2.420
H 1.423 5.827 1.078
H -1.150 6.723 2.331
H -0.068 7.354 0.868
H 1.450 7.574 2.395
```

Calculated values
HOMO-LUMO gap: 10.2 eV
2S+1: 1
structure (SMILES): CCO.CCO.CCO.CCO.CCO
LUMO level: 0.5059 eV
ΔE to the lowest compared entry with this formula, charge and spin: 1.928 eV
max |F|: 3.78 eV/A
E: -21091.2641 eV
HOMO: -0.3565 Eh